{
  "formula": "C40H38Cl5Ge2HgN7O2PS2",
  "method": "wB97M-V/def2-TZVPD",
  "elements": ["Hg", "C", "N", "C", "C", "N", "C", "P", "C", "N", "C", "C", "N", "C", "C", "N", "C", "C", "N", "C", "H", "H", "H", "H", "H", "H", "H", "H", "H", "H", "H", "H", "H", "H", "H", "Cl", "C", "C", "C", "Cl", "C", "Cl", "C", "Cl", "C", "Cl", "O", "S", "O", "N", "C", "S", "C", "C", "C", "C", "C", "C", "H", "H", "H", "H", "C", "Ge", "C", "C", "Ge", "C", "C", "C", "C", "C", "C", "C", "C", "C", "C", "C", "C", "H", "H", "H", "H", "H", "H", "H", "H", "H", "H", "H", "H", "H", "H", "H", "H", "H", "H", "H"],
  "coordinates": [[-0.66366, -0.49496, 0.19177], [-2.85067, 3.45768, 4.16415], [-1.87435, 2.96828, 3.22296], [-0.52455, 3.20641, 3.20829], [-0.02463, 2.53088, 2.13210], [-1.01268, 1.85822, 1.50882], [-2.12433, 2.15114, 2.15443], [-3.80790, 1.74086, 1.66322], [-3.60164, 1.76141, -0.15932], [-2.50259, 1.43072, -0.80892], [-2.80301, 1.51794, -2.12243], [-4.11144, 1.89726, -2.29497], [-4.62311, 2.02421, -1.03222], [-5.99486, 2.32009, -0.70323], [-3.81762, -0.05848, 1.90909], [-2.75302, -0.83161, 1.85765], [-3.19660, -2.10595, 2.02142], [-4.56117, -2.10094, 2.15745], [-4.95719, -0.79653, 2.08199], [-6.32153, -0.31549, 2.03106], [-2.36048, 4.12706, 4.85479], [-3.61881, 4.01486, 3.63147], [-3.31972, 2.64151, 4.70828], [-0.02489, 3.77952, 3.97146], [0.99877, 2.49275, 1.78889], [-2.04748, 1.33400, -2.89498], [-4.71153, 2.02189, -3.18750], [-6.29477, 3.22769, -1.21639], [-6.64520, 1.50515, -1.01856], [-6.07486, 2.48861, 0.36458], [-2.49961, -2.93868, 1.99478], [-5.27389, -2.90423, 2.28724], [-6.93208, -0.81098, 2.79604], [-6.33910, 0.75666, 2.21118], [-6.75782, -0.51535, 1.04476], [0.63416, -3.43152, -1.13519], [-0.95342, -3.17344, -1.78007], [-1.79576, -2.20289, -1.21510], [-3.07263, -2.21642, -1.75673], [-4.31621, -1.18973, -1.04790], [-3.48263, -2.99387, -2.84271], [-5.09589, -2.90383, -3.47819], [-2.58002, -3.89207, -3.40382], [-3.05877, -4.88341, -4.72899], [-1.30204, -3.99120, -2.85951], [-0.17379, -5.06364, -3.62833], [2.06007, 1.45384, 4.36068], [2.65903, 0.84375, 3.19711], [3.42329, 1.70785, 2.33752], [1.51983, 0.06129, 2.36401], [1.54046, -1.22446, 2.57547], [0.39853, -2.35909, 2.03100], [2.74399, -1.67886, 3.33511], [3.11198, -2.97508, 3.64830], [4.28770, -3.16900, 4.37654], [5.05620, -2.07012, 4.75939], [4.70741, -0.76073, 4.42822], [3.54456, -0.60381, 3.71809], [2.47552, -3.80599, 3.31763], [4.59654, -4.16442, 4.67265], [5.97665, -2.23840, 5.31445], [5.31597, 0.08304, 4.71156], [0.66242, 2.74721, -3.47163], [2.00949, 2.35785, -2.12899], [2.11012, 3.95231, -0.99953], [3.66077, 2.27117, -3.17586], [1.52661, 0.18590, -1.03113], [3.27685, -0.34429, -0.26784], [4.25259, 0.61815, -0.04586], [5.47381, 0.28361, 0.53412], [5.75147, -1.03701, 0.87579], [4.79312, -2.01470, 0.63961], [3.57287, -1.66638, 0.07949], [1.45338, -0.79760, -2.76295], [0.25504, -0.84971, -3.47098], [0.13366, -1.54982, -4.64978], [1.22687, -2.22611, -5.16939], [2.42502, -2.18954, -4.48033], [2.54546, -1.47659, -3.28722], [0.99124, 3.63682, -4.01798], [-0.31520, 2.95370, -3.03658], [0.56360, 1.91782, -4.17419], [2.31490, 4.81273, -1.64362], [2.88030, 3.89972, -0.23430], [1.15719, 4.14501, -0.50510], [3.87300, 3.29260, -3.51785], [3.53193, 1.62569, -4.05010], [4.53305, 1.93252, -2.60917], [4.04310, 1.64777, -0.27680], [6.18628, 1.06904, 0.77254], [6.69367, -1.30114, 1.34826], [4.97146, -3.04754, 0.92635], [2.82493, -2.44460, -0.04460], [-0.62769, -0.36626, -3.06415], [-0.82562, -1.58389, -5.15618], [1.11034, -2.81151, -6.07968], [3.28110, -2.72174, -4.86205], [3.49011, -1.46059, -2.75282]],
  "forces_ev_per_a": [[0.35, -0.44, -0.66], [-0.09, 0.13, -0.18], [0.33, -0.20, -0.38], [-0.04, 0.19, 0.23], [0.40, 0.18, 0.17], [-0.44, 0.07, -0.04], [-0.03, -0.10, 0.00], [-0.08, -0.01, -0.32], [0.11, -0.30, 0.08], [-0.26, 0.21, 0.19], [0.17, 0.20, -0.96], [0.19, -0.26, -0.10], [0.33, 0.14, 0.11], [0.01, 0.13, -0.23], [0.08, -0.03, -0.18], [-0.13, 0.28, 0.08], [-0.09, -0.28, -0.02], [0.11, -0.51, 0.04], [0.31, 0.31, 0.18], [-0.22, -0.25, -0.04], [0.13, 0.10, 0.23], [-0.11, 0.03, 0.05], [0.02, -0.05, 0.09], [-0.08, 0.01, -0.01], [-0.14, -0.01, 0.05], [-0.47, 0.03, 0.40], [0.08, 0.03, 0.23], [-0.15, 0.15, -0.07], [-0.05, -0.06, 0.10], [-0.07, -0.06, 0.11], [-0.26, 0.19, 0.07], [0.12, 0.13, -0.05], [0.19, 0.09, -0.16], [0.05, 0.01, 0.05], [0.06, 0.02, 0.16], [0.06, -0.06, 0.09], [-0.20, -0.02, -0.11], [0.11, -0.41, 0.02], [-0.05, 0.24, -0.05], [-0.04, -0.07, -0.03], [0.05, -0.16, 0.12], [0.06, 0.02, 0.03], [-0.06, 0.18, 0.18], [0.00, -0.04, -0.12], [-0.10, 0.08, -0.19], [-0.08, 0.05, 0.31], [0.20, 0.08, 0.13], [0.05, 0.26, 0.31], [0.01, 0.08, 0.25], [-0.53, 0.00, -0.05], [-0.13, -0.62, -0.12], [0.28, 0.56, 0.23], [0.46, -0.01, 0.28], [-0.08, -0.33, 0.03], [-0.25, 0.42, -0.06], [0.48, -0.08, 0.10], [-0.09, -0.42, -0.01], [-0.62, -0.25, -0.26], [0.31, 0.37, 0.19], [0.01, 0.02, -0.09], [-0.14, 0.00, -0.04], [0.08, 0.07, 0.06], [-0.30, 0.17, -0.31], [-0.14, -0.62, 0.66], [-0.10, 0.35, -0.03], [0.42, 0.17, -0.12], [-0.09, 0.20, -0.35], [-0.17, -0.13, -0.17], [0.32, -0.39, 0.13], [0.09, -0.09, 0.05], [-0.01, 0.20, -0.03], [-0.01, -0.03, 0.01], [-0.15, -0.10, 0.04], [0.00, 0.08, 0.29], [-0.12, 0.26, 0.28], [-0.15, -0.05, -0.40], [-0.20, -0.17, -0.14], [0.28, 0.15, 0.20], [-0.04, -0.06, -0.35], [-0.09, -0.04, -0.06], [-0.01, 0.02, 0.05], [0.02, 0.03, 0.00], [0.08, 0.02, 0.03], [0.10, -0.08, 0.07], [-0.04, -0.11, 0.04], [-0.01, -0.13, -0.08], [0.01, 0.05, 0.13], [-0.17, -0.05, -0.05], [0.03, 0.24, 0.01], [-0.02, -0.09, -0.11], [-0.07, 0.06, -0.06], [0.04, 0.10, -0.04], [0.05, 0.13, -0.05], [0.02, 0.04, 0.04], [0.02, -0.03, -0.02], [0.14, 0.11, 0.13], [0.18, -0.14, -0.10], [0.00, -0.06, -0.07]],
  "mulliken_charge": [2.18, -0.91, 0.29, -1.22, -0.37, 0.64, -0.47, -0.71, -0.15, 0.48, -0.17, -1.24, 0.34, -0.98, -0.07, 0.14, -0.59, -0.71, 0.33, -0.89, 0.34, 0.33, 0.29, 0.36, 0.71, 0.37, 0.42, 0.38, 0.28, 0.35, 0.42, 0.44, 0.36, 0.34, 0.26, -0.23, 1.42, -1.99, 1.11, -0.03, -0.27, -0.24, 0.43, -0.23, -0.46, -0.16, -0.74, 1.09, -0.60, 0.03, 0.37, -0.38, 0.04, -0.64, -0.69, -0.39, -0.81, 0.16, 0.41, 0.40, 0.37, 0.49, -1.22, 1.07, -1.34, -1.20, -0.47, 0.46, -0.55, -0.75, -0.66, -0.69, 0.36, -0.24, 0.48, -0.45, -0.76, -0.64, -0.40, 0.49, 0.24, 0.34, 0.47, 0.37, 0.35, 0.48, 0.35, 0.32, 0.02, 0.36, 0.33, 0.41, -0.03, -0.12, 0.51, 0.35, 0.40, 0.32],
  "max_force_ha_per_bohr": 0.01937,
  "e_homo_ha": -0.160,
  "charge": -1,
  "e_tot_ev": -267402.6603,
  "homo_lumo_gap_ev": 6.3415,
  "e_above_lowest_kcal_mol": 9.4
}